Record 1
# C4H2N2S

One molecule with the formula C4H2N2S (ωB97M-V/def2-TZVPD, the Open Molecules 2025 dataset).

Each line ends with the Mulliken charge.
Positions of all 9 atoms, in Å:
H 0.953406 0.569366 -0.026848  0.465
N -1.178699 0.133020 -3.953567  0.618
S -2.207415 -1.231244 -0.347521  -0.315
C 0.156882 0.093641 -0.415664  -0.717
C -0.187679 0.289792 -1.705442  -0.171
H -0.857866 -0.499913 1.358817  0.304
C -0.642831 0.196722 -2.870825  0.786
C -0.991705 -0.423467 0.275142  -0.201
N -1.691502 0.048311 -4.970116  -0.770

Force components x, y, z for each atom (eV/Å):
H 2.6 1.2 1.6
N -2.4 -0.3 -4.6
S -1.8 -0.7 -0.6
C -3.6 0.0 -3.0
C 0.7 -0.7 -0.4
H -0.1 0.5 0.0
C 2.0 0.6 3.8
C 2.0 -0.8 1.9
N 0.7 0.1 1.3

Values from the calculation:
Gap between HOMO and LUMO, eV: 7.23
E_HOMO, eV: -8.4
2S+1: 1

---

Record 2
# C4H2N2S

A 2-piece molecular cluster, C4H2N2S overall (ωB97M-V/def2-TZVPD, the Open Molecules 2025 dataset).

Each line ends with the Mulliken charge.
Positions of all 9 atoms, in Å:
H -0.929185 0.191605 1.481505  0.258
N -2.038073 -1.688089 -0.809424  -0.409
C -1.487849 -0.791458 -0.305537  0.493
H 1.656908 -1.639740 0.195157  0.379
N -0.047920 2.546324 -0.290377  -0.425
S 2.641196 0.366437 -0.411559  -0.033
C -0.785308 0.190911 0.361207  -0.568
C -0.537332 1.526440 -0.055859  0.404
C 1.527566 -0.702434 -0.165116  -0.099

Force components x, y, z for each atom (eV/Å):
H 0.4 -0.4 -1.2
N 0.7 1.2 0.7
C -1.5 -2.1 -1.7
H -0.4 -3.2 0.8
N -0.3 0.1 -0.1
S -1.4 -0.7 -0.2
C 1.4 1.1 2.1
C 0.6 -0.6 -0.4
C 0.4 4.6 -0.1

Values from the calculation:
Gap between HOMO and LUMO (alpha / beta), eV: 6.75 / 7.59
E_HOMO (alpha / beta), eV: -9.0 / -9.4
2S+1: 1

---

Record 3
# C4H2N2S

One molecule with the formula C4H2N2S (ωB97M-V/def2-TZVPD, the Open Molecules 2025 dataset).

Each line ends with the Mulliken charge.
Positions of all 9 atoms, in Å:
N -4.029145 1.325701 -0.007242  -0.455
C -2.231288 -0.418889 -0.056970  -0.134
C -0.533345 0.895728 0.125338  -0.097
S -1.375899 -1.796064 -0.016171  -0.051
H -0.784502 1.839151 0.291398  0.456
N 0.401357 0.118609 -0.087170  -0.343
C 0.298084 -1.188354 0.064276  -0.269
H 0.960527 -1.772424 -0.527072  0.328
C -3.260853 0.456367 0.034449  0.565

Force components x, y, z for each atom (eV/Å):
N 0.1 -0.3 0.2
C 4.7 0.8 0.9
C -1.5 -5.7 -1.9
S -0.4 1.5 -0.1
H -0.9 3.9 0.5
N -0.2 1.0 1.7
C -1.0 -0.7 -1.3
H 0.7 -0.9 0.2
C -1.3 0.4 -0.1

Values from the calculation:
Gap between HOMO and LUMO (alpha / beta), eV: 7.27 / 7.27
E_HOMO (alpha / beta), eV: -8.6 / -8.6
2S+1: 1

---

Record 4
# C4H2N2S2

A 2-piece molecular cluster, C4H2N2S2 overall (ωB97M-V/def2-TZVPD, the Open Molecules 2025 dataset).

Each line ends with the Mulliken charge.
Positions of all 10 atoms, in Å:
H -1.380515 -0.033527 1.259043  0.328
H 1.063869 -2.039753 1.098308  0.315
C 1.025669 2.442494 -1.438238  0.417
C 0.330846 -1.293291 -0.783997  0.296
N 2.082627 2.736882 -1.135703  -0.372
C -1.433691 0.774220 0.506149  0.112
S -0.036166 -1.134491 -2.294021  -0.330
S -0.601291 2.278707 -1.826199  -0.081
N 0.600437 -1.583869 0.298960  -0.243
C -0.965832 1.348650 -0.455756  -0.441

Force components x, y, z for each atom (eV/Å):
H -0.7 1.1 -0.7
H -0.6 0.8 -1.4
C -0.9 0.4 -0.3
C -0.1 -0.7 -2.1
N 1.7 0.1 0.3
C 1.4 -0.9 0.2
S -0.2 0.4 -0.9
S -0.4 -0.3 0.1
N 1.2 -0.9 4.2
C -1.3 0.0 0.6

Values from the calculation:
Gap between HOMO and LUMO, eV: 9.97
E_HOMO, eV: -9.4
2S+1: 1

---

Record 5
# C4H2N4

One molecule with the formula C4H2N4 (ωB97M-V/def2-TZVPD, the Open Molecules 2025 dataset).

Each line ends with the Mulliken charge.
Positions of all 10 atoms, in Å:
C -0.008329 -0.719487 0.199932  0.661
C -1.474657 -0.965820 0.020044  -0.404
C 1.564191 0.956117 -0.054625  -0.167
N -1.216197 1.265587 -0.062766  -0.392
C -0.045096 0.763589 0.239750  0.509
N -2.103541 0.124463 -0.120409  -0.313
H -1.986463 -1.906134 -0.039073  0.439
N 2.126219 -0.179320 -0.036477  -0.298
H 2.119101 1.937355 -0.103094  0.355
N 1.143619 -1.244675 -0.107269  -0.389

Force components x, y, z for each atom (eV/Å):
C 0.1 0.2 -0.5
C 0.9 -0.8 -0.1
C -1.7 1.6 1.4
N 3.0 -0.9 0.6
C 1.7 0.2 -2.0
N -1.1 0.1 0.3
H -0.1 -0.3 0.0
N 0.3 0.6 -0.8
H -0.7 -1.4 0.1
N -2.5 0.8 1.0

Values from the calculation:
Gap between HOMO and LUMO, eV: 8.26
E_HOMO, eV: -10.7
2S+1: 1

---

Record 6
# C4H2NO2

C4H2NO2 as an isolated structure (ωB97M-V/def2-TZVPD, the Open Molecules 2025 dataset).

Each line ends with the Mulliken charge.
Positions of all 9 atoms, in Å:
C -1.178034 0.898660 0.206619  -0.112
H -1.284651 -2.029544 -0.321665  0.317
N -2.156676 0.074098 0.032030  -0.601
O 2.470125 -1.139893 -0.229487  -0.560
C 2.086927 0.022846 -0.095312  0.761
O 2.381094 1.165107 0.174983  -0.531
C -0.007186 -0.073488 -0.079893  -0.199
H -1.278723 2.042776 0.601735  0.230
C -1.032875 -0.960562 -0.289012  -0.305

Force components x, y, z for each atom (eV/Å):
C -1.4 1.8 0.9
H 0.6 0.5 -0.3
N 0.5 1.2 0.2
O -0.3 2.5 -0.1
C -1.4 -1.7 0.9
O 0.1 -1.0 -0.6
C 0.8 -1.4 -0.7
H 0.2 -2.7 -1.0
C 0.8 0.8 0.9

Values from the calculation:
Charge: -1
Gap between HOMO and LUMO (alpha / beta), eV: 8.00 / 8.00
E_HOMO (alpha / beta), eV: -3.7 / -3.7
2S+1: 1

---

Record 7
# C4H2NO4S

An isolated ion of composition C4H2NO4S and charge -1 (ωB97M-V/def2-TZVPD, the Open Molecules 2025 dataset).

Each line ends with the Löwdin spin population.
Positions of all 12 atoms, in Å:
C -0.674817 0.677741 -0.062490  0.238
N -0.406286 -1.571041 0.400514  0.516
C -1.863732 0.109632 -0.322954  0.326
O 1.385291 -0.222239 0.838714  0.160
O 3.160430 1.618442 0.863411  0.014
O -2.515768 -2.243605 -0.210315  0.273
S 2.931453 0.429788 0.020807  0.033
C 0.215037 -0.385486 0.465930  0.242
O 2.594328 0.674582 -1.415137  0.027
C -1.668136 -1.379760 -0.072382  0.149
H -0.296007 1.780351 -0.014706  0.006
H -2.861796 0.511597 -0.491389  0.017

Force components x, y, z for each atom (eV/Å):
C 4.5 1.9 1.9
N 0.3 -2.7 0.5
C -2.0 -3.0 0.0
O 1.6 -0.7 1.8
O -0.5 -0.8 -1.0
O -0.6 -1.3 0.0
S 1.6 1.1 -1.6
C -2.8 4.5 -2.5
O -0.1 0.0 2.3
C -1.6 3.1 -0.9
H -1.0 -2.2 -0.4
H 0.5 0.0 -0.2

Values from the calculation:
Charge: -1
Gap between HOMO and LUMO (alpha / beta), eV: 6.82 / 5.97
E_HOMO (alpha / beta), eV: -3.1 / -5.5
2S+1: 3

---

Record 8
# C4H2NaO

C4H2NaO as an isolated structure (ωB97M-V/def2-TZVPD, the Open Molecules 2025 dataset).

Each line ends with the Löwdin spin population.
Positions of all 8 atoms, in Å:
C -2.994488 -0.952583 -2.141917  0.000
C 1.074522 0.357925 0.735474  0.371
H 2.235253 -0.084311 3.819299  0.026
H 2.098818 -1.793348 3.075536  0.026
C 1.954549 -0.714866 2.971885  0.441
Na -0.021529 1.227827 -1.596184  0.008
C 1.425377 -0.171790 1.823726  0.129
O -2.138397 -0.213955 -2.164296  0.000

Force components x, y, z for each atom (eV/Å):
C 0.3 0.2 0.0
C -0.4 -0.1 -0.2
H -0.1 -0.2 -0.3
H -0.1 0.4 0.0
C -0.2 0.0 0.0
Na 0.5 -0.5 1.2
C 0.2 0.3 -0.7
O -0.2 -0.2 0.0

Values from the calculation:
Gap between HOMO and LUMO (alpha / beta), eV: 4.72 / 6.40
E_HOMO (alpha / beta), eV: -5.8 / -7.4
2S+1: 2

---

Record 9
# C4H2O

One molecule with the formula C4H2O (ωB97M-V/def2-TZVPD, the Open Molecules 2025 dataset).

Each line ends with the Mulliken charge.
Positions of all 7 atoms, in Å:
C -0.077966 0.927613 0.398356  0.178
H -1.025443 0.781098 -0.242057  0.257
C 0.418256 -0.489013 0.463240  -0.238
H -0.472081 -0.544259 1.029972  0.270
O -0.071254 1.962093 0.968356  -0.404
C 0.522795 -1.483111 -1.910175  -0.322
C 0.705692 -1.154422 -0.707692  0.259

Force components x, y, z for each atom (eV/Å):
C -1.4 1.5 -1.4
H 0.8 -0.3 0.0
C -0.3 1.2 -4.3
H -0.8 -3.3 2.1
O 1.5 0.3 0.8
C 0.1 -0.4 -1.0
C 0.2 0.9 3.8

Values from the calculation:
Gap between HOMO and LUMO (alpha / beta), eV: 7.44 / 7.44
E_HOMO (alpha / beta), eV: -10.3 / -10.3
2S+1: 1

---

Record 10
# C4H2O2

One molecule with the formula C4H2O2 (ωB97M-V/def2-TZVPD, the Open Molecules 2025 dataset).

Each line ends with the Mulliken charge.
Positions of all 8 atoms, in Å:
C 0.610160 0.026936 -0.054606  0.434
C -0.583452 -0.178538 -0.010896  0.513
H 2.226244 1.431023 -0.314453  0.273
C 2.024752 0.372766 -0.070071  -0.365
H -2.449373 -1.098984 -0.647972  0.272
C -2.025122 -0.371546 0.065522  -0.329
O -2.711424 0.230143 0.856894  -0.395
O 2.908217 -0.411799 0.175585  -0.403

Force components x, y, z for each atom (eV/Å):
C -0.9 -0.2 0.0
C 0.9 0.3 0.0
H 0.0 -0.1 0.0
C 0.3 -0.2 0.1
H 0.1 0.1 0.1
C -0.3 0.2 0.3
O 0.3 -0.3 -0.4
O -0.4 0.3 -0.1

Values from the calculation:
Gap between HOMO and LUMO, eV: 10.15
E_HOMO, eV: -11.0
2S+1: 1

---

Q: What is the formula in the third record?
A: C4H2N2S

---

What did the fourth record say?
# C4H2N2S2

A 2-piece molecular cluster, C4H2N2S2 overall (ωB97M-V/def2-TZVPD, the Open Molecules 2025 dataset).

Each line ends with the Mulliken charge.
Positions of all 10 atoms, in Å:
H -1.380515 -0.033527 1.259043  0.328
H 1.063869 -2.039753 1.098308  0.315
C 1.025669 2.442494 -1.438238  0.417
C 0.330846 -1.293291 -0.783997  0.296
N 2.082627 2.736882 -1.135703  -0.372
C -1.433691 0.774220 0.506149  0.112
S -0.036166 -1.134491 -2.294021  -0.330
S -0.601291 2.278707 -1.826199  -0.081
N 0.600437 -1.583869 0.298960  -0.243
C -0.965832 1.348650 -0.455756  -0.441

Force components x, y, z for each atom (eV/Å):
H -0.7 1.1 -0.7
H -0.6 0.8 -1.4
C -0.9 0.4 -0.3
C -0.1 -0.7 -2.1
N 1.7 0.1 0.3
C 1.4 -0.9 0.2
S -0.2 0.4 -0.9
S -0.4 -0.3 0.1
N 1.2 -0.9 4.2
C -1.3 0.0 0.6

Values from the calculation:
Gap between HOMO and LUMO, eV: 9.97
E_HOMO, eV: -9.4
2S+1: 1